Record 1
Computed, not measured: a 9-piece molecular cluster, C24H72N6O9 overall at a distorted geometry, with ωB97M-V/def2-TZVPD.

Summary:
Structure (SMILES): COC[C@H](C)N.COC[C@H](C)N.COC[C@H](C)N.COC[C@H](C)N.COC[C@H](C)N.COC[C@H](C)N.O.O.O
Net charge: 0

Each line ends with the Mulliken charge.
Positions of all 111 atoms, in Å:
C 3.263 2.099 3.396  -1.64
C 3.052 0.867 2.486  1.20
C 3.324 -0.393 3.256  -1.03
O 4.706 -0.464 3.546  -0.36
C 4.948 -1.363 4.581  -0.74
N 1.772 0.791 1.856  0.38
H 3.306 3.004 2.795  0.30
H 4.172 2.014 4.010  0.38
H 2.336 2.193 3.943  0.24
H 3.809 0.890 1.698  0.02
H 2.876 -1.297 2.809  0.46
H 2.802 -0.335 4.245  0.31
H 4.844 -2.398 4.241  0.27
H 4.254 -1.215 5.420  0.31
H 5.978 -1.197 4.838  0.29
H 1.717 -0.046 1.261  -0.39
H 1.668 1.581 1.248  -0.22
C 4.615 3.289 -0.455  -1.69
C 3.642 2.338 -1.179  1.95
C 2.329 3.004 -1.449  -0.45
O 1.747 3.336 -0.167  -0.34
C 0.593 4.148 -0.387  -0.61
N 4.036 1.824 -2.469  -0.60
H 5.364 2.731 0.143  0.35
H 4.085 3.929 0.256  0.28
H 5.116 3.933 -1.155  0.44
H 3.445 1.517 -0.500  -0.95
H 1.588 2.373 -1.946  -0.17
H 2.534 3.851 -2.106  0.51
H -0.365 3.593 -0.447  0.03
H 0.726 4.659 -1.342  0.44
H 0.552 4.898 0.395  0.25
H 4.389 2.560 -3.092  0.30
H 4.868 1.249 -2.354  0.28
C -0.712 1.294 -3.658  -1.00
C -0.353 0.463 -4.893  0.55
C -0.575 1.228 -6.222  -0.95
O -1.966 1.389 -6.443  -0.28
C -2.166 2.159 -7.640  -0.79
N 1.031 0.024 -4.722  -0.63
H -1.758 1.574 -3.790  0.40
H -0.036 2.155 -3.534  0.56
H -0.777 0.672 -2.787  -0.10
H -0.983 -0.443 -5.011  0.20
H -0.107 0.706 -7.044  0.46
H -0.052 2.170 -6.146  0.35
H -1.680 1.651 -8.458  0.34
H -1.821 3.187 -7.574  0.31
H -3.236 2.160 -7.814  0.24
H 1.314 -0.395 -5.596  0.29
H 1.582 0.834 -4.502  0.20
C -3.102 -2.387 -2.973  -1.55
C -2.632 -2.863 -1.668  0.94
C -3.149 -4.244 -1.207  -0.84
O -4.520 -4.521 -1.322  -0.44
C -5.246 -3.840 -0.293  -0.66
N -1.124 -2.967 -1.567  -0.52
H -2.650 -1.426 -3.253  0.25
H -4.175 -2.206 -2.910  0.32
H -2.849 -3.128 -3.731  0.41
H -2.898 -2.124 -0.927  -0.01
H -2.853 -4.403 -0.156  0.43
H -2.677 -5.014 -1.827  0.36
H -4.754 -4.113 0.658  0.29
H -6.312 -4.136 -0.283  0.27
H -5.147 -2.757 -0.400  0.24
H -0.785 -3.301 -2.471  0.26
H -0.840 -3.593 -0.835  0.08
C 0.496 -2.404 4.087  -1.43
C -0.068 -2.964 2.781  1.35
C 0.134 -4.517 2.690  -1.23
O -0.195 -4.878 1.376  -0.07
C -0.067 -6.295 1.286  -0.88
N -1.495 -2.637 2.637  -0.81
H 0.368 -1.318 4.082  0.20
H 1.562 -2.570 4.250  0.35
H -0.055 -2.833 4.919  0.44
H 0.621 -2.630 2.014  -0.21
H -0.564 -4.985 3.388  0.43
H 1.148 -4.812 2.960  0.47
H -0.209 -6.634 0.235  0.23
H -0.723 -6.850 1.986  0.35
H 0.956 -6.601 1.633  0.33
H -1.804 -2.919 1.703  0.36
H -1.489 -1.610 2.651  0.18
C -1.485 1.695 4.594  -1.55
C -2.111 1.688 3.229  0.36
C -2.056 3.055 2.622  -0.50
O -2.798 3.097 1.430  -0.51
C -3.120 4.433 1.080  -0.92
N -1.411 0.676 2.481  0.09
H -1.468 0.750 5.113  0.38
H -2.001 2.378 5.244  0.49
H -0.444 2.043 4.526  0.16
H -3.161 1.374 3.224  0.40
H -0.987 3.221 2.388  0.06
H -2.435 3.837 3.308  0.46
H -2.223 5.008 0.964  0.34
H -3.736 4.916 1.843  0.33
H -3.620 4.349 0.096  0.30
H -0.419 0.871 2.383  -0.19
H -1.772 0.647 1.527  0.11
O 2.391 -0.828 -0.779  -0.64
H 1.528 -0.406 -1.002  0.30
H 2.968 -0.434 -1.481  0.32
O -0.187 -0.306 -0.514  0.31
H -0.868 0.324 -0.738  -0.35
H -0.413 -1.166 -0.923  0.16
O -2.640 1.436 -0.762  -0.38
H -2.739 2.018 0.006  0.35
H -3.488 1.010 -0.914  0.27

Forces on atoms 1 to 6 (eV/Å):
C -0.463 -0.428 -0.960
C 1.564 0.016 -0.199
C -0.672 0.032 1.557
O -0.659 0.051 -0.604
C 0.099 -0.395 -0.173
N -1.197 -0.358 0.285

=====

Record 2
Computed, not measured: a 12-piece molecular cluster, C24H72O12S12 overall at a distorted geometry, with ωB97M-V/def2-TZVPD.

Summary:
Net charge: 0

Each line ends with the Mulliken charge.
Positions of all 120 atoms, in Å:
C -0.591 3.919 3.665  -0.77
S 0.291 4.398 2.245  0.29
O 1.748 4.589 2.687  -0.53
C 0.074 2.858 1.347  -0.56
H -0.802 4.832 4.295  0.37
H -0.008 3.205 4.280  0.27
H -1.537 3.452 3.357  0.20
H 0.183 2.072 2.076  0.40
H 0.658 2.863 0.468  0.41
H -0.917 2.852 1.091  0.15
C -3.408 1.154 1.448  -0.11
S -4.942 0.753 2.350  0.54
O -4.981 1.689 3.620  -0.72
C -6.142 1.446 1.282  -0.77
H -3.335 0.580 0.667  0.33
H -2.699 1.020 2.228  0.17
H -3.446 2.213 1.197  -0.46
H -6.002 2.482 1.137  0.22
H -7.137 1.053 1.317  0.48
H -5.956 0.992 0.299  0.12
C -3.182 -0.684 -4.367  -0.49
S -1.933 -1.738 -5.098  0.33
O -0.603 -0.937 -5.003  -0.55
C -1.948 -3.001 -3.839  -0.52
H -2.874 -0.369 -3.395  -0.29
H -4.178 -1.129 -4.349  0.47
H -3.210 0.192 -4.998  0.38
H -2.180 -2.590 -2.868  0.09
H -0.961 -3.390 -3.822  0.02
H -2.589 -3.752 -4.221  0.50
C 2.528 1.041 3.996  -1.13
S 3.254 0.067 2.718  1.20
O 3.731 -1.173 3.455  -0.83
C 1.737 -0.443 1.859  1.28
H 1.838 0.561 4.686  0.34
H 2.224 2.023 3.765  -0.01
H 3.376 1.350 4.493  0.60
H 1.009 -0.907 2.540  0.46
H 2.020 -1.104 1.041  -1.02
H 1.235 0.388 1.399  -0.88
C 3.656 -4.844 -3.329  -0.43
S 3.080 -6.565 -3.159  0.32
O 2.441 -6.607 -1.784  -0.52
C 1.655 -6.285 -4.169  -0.48
H 4.211 -4.683 -4.236  0.53
H 4.342 -4.803 -2.453  0.14
H 2.957 -4.017 -3.256  -0.08
H 1.086 -5.442 -3.820  -0.18
H 1.017 -7.176 -4.023  0.36
H 1.839 -6.129 -5.258  0.38
C -0.617 1.087 -1.370  1.54
S 0.834 0.579 -2.230  -0.01
O 1.973 0.996 -1.314  -0.33
C 0.652 -1.185 -1.948  1.20
H -0.544 0.768 -0.351  -0.69
H -1.613 0.757 -1.845  -1.07
H -0.748 2.158 -1.580  0.41
H -0.218 -1.445 -2.499  -0.71
H 0.448 -1.409 -0.909  -0.39
H 1.560 -1.682 -2.355  0.09
C -1.825 -3.997 2.246  -0.87
S -2.806 -2.755 1.447  0.44
O -3.589 -2.193 2.622  -0.65
C -1.417 -1.720 1.215  1.06
H -1.258 -3.560 3.060  0.30
H -1.052 -4.372 1.638  0.22
H -2.503 -4.843 2.469  0.40
H -1.727 -0.957 0.445  -0.45
H -0.529 -2.322 0.905  -0.62
H -1.202 -1.316 2.199  0.38
C 6.611 -1.504 0.714  -0.60
S 5.944 -2.067 -0.807  0.32
O 5.782 -3.546 -0.693  -0.58
C 4.336 -1.280 -0.583  0.82
H 5.977 -1.892 1.543  0.16
H 6.507 -0.386 0.776  0.22
H 7.675 -1.810 0.915  0.39
H 3.800 -1.613 0.289  -1.01
H 3.639 -1.327 -1.478  0.05
H 4.486 -0.196 -0.367  0.14
C -2.636 6.679 0.156  -0.94
S -3.393 5.100 -0.074  0.44
O -2.222 4.190 -0.548  -0.53
C -3.686 4.750 1.679  -0.36
H -2.031 6.900 -0.720  0.35
H -1.957 6.655 1.029  0.22
H -3.443 7.450 0.342  0.36
H -4.306 3.943 2.049  0.12
H -4.162 5.538 2.213  0.61
H -2.700 4.571 2.163  -0.25
C -5.793 1.909 -4.228  -0.96
S -5.806 2.747 -2.620  0.43
O -6.906 2.172 -1.690  -0.62
C -4.305 1.960 -2.039  -0.21
H -5.033 2.129 -4.963  0.37
H -6.709 2.079 -4.758  0.43
H -5.653 0.878 -4.072  0.19
H -4.448 0.871 -1.949  0.41
H -4.071 2.362 -1.071  -0.66
H -3.490 2.217 -2.659  0.74
C 3.406 -4.217 1.842  -0.48
S 2.195 -5.217 0.965  0.39
O 0.957 -5.308 1.862  -0.67
C 1.767 -4.025 -0.289  0.37
H 4.308 -4.022 1.108  0.11
H 3.772 -4.737 2.730  0.49
H 2.968 -3.278 2.135  -0.05
H 2.653 -3.734 -0.859  -0.17
H 1.358 -3.113 0.150  -0.78
H 1.043 -4.515 -0.970  0.47
C 4.986 4.094 2.713  -0.72
S 5.153 3.260 1.122  0.29
O 5.805 1.943 1.458  -0.55
C 3.420 2.918 0.813  0.12
H 4.636 5.140 2.589  0.37
H 5.950 4.081 3.293  0.37
H 4.053 3.732 3.316  0.01
H 3.332 2.245 -0.061  0.06
H 2.890 3.787 0.482  0.74
H 2.856 2.572 1.662  -0.67

Forces on atoms 1 to 6 (eV/Å):
C -0.817 0.118 1.900
S 2.029 1.222 -0.444
O -1.695 -0.529 -0.462
C 1.173 0.554 1.983
H 0.212 -0.975 -0.717
H -0.200 0.308 -0.427

=====

| no. | gap between HOMO and LUMO (eV) | HOMO level (eV) | E (eV) |
| --- | --- | --- | --- |
| 1 | 9.045 | -8.516 | -53421.3166 |
| 2 | 8.227 | -8.415 | -180635.3255 |